The following is a DFT calculation (the ωB97M-V functional and the def2-TZVPD basis) of the ion C4H4N3O4 with charge +1 in a non-equilibrium geometry.

XYZ file:
```
15
C4H4N3O4 (the ωB97M-V functional and the def2-TZVPD basis)
N 1.317 -1.399 -0.167
C 0.185 -0.468 0.085
C -0.248 0.628 -0.627
N 0.253 1.059 -1.925
O 1.196 0.334 -2.254
O -0.133 2.009 -2.494
C -1.322 1.234 0.360
O -1.979 2.179 0.148
N -1.305 0.416 1.499
C -0.415 -0.610 1.410
O -0.064 -1.348 2.268
H 0.868 -2.329 -0.505
H 1.764 -1.373 0.769
H 1.746 -0.956 -0.964
H -1.864 0.624 2.396
```

## Properties
total charge = +1
energy above the lowest of the compared OMol25 structures with the same formula, charge and spin = 0.0 kJ/mol
DFT total energy = -619.65533 Eh
SMILES string = [NH3+]C1=C([N+](=O)[O-])C(=O)NC1=O
E_HOMO = -15.4397 eV



The following is a DFT calculation (the ωB97M-V functional and the def2-TZVPD basis) of the ion C4H4N3O4S with charge -1 in a non-equilibrium geometry.

XYZ file:
```
16
C4H4N3O4S (the ωB97M-V functional and the def2-TZVPD basis)
O 2.180 2.209 -1.222
C 1.289 1.837 -0.496
N 0.534 0.741 -0.648
C -0.295 0.314 0.349
N -0.612 0.950 1.460
C -1.464 0.113 2.117
C -1.659 -1.027 1.399
N -0.904 -0.889 0.265
S 1.167 -0.732 -1.804
O -0.095 -1.367 -2.162
O 1.853 -0.125 -2.901
O 1.939 -1.477 -0.844
H 0.984 2.425 0.399
H -1.875 0.403 3.065
H -2.256 -1.898 1.579
H -0.783 -1.478 -0.555
```

## Properties
total charge = -1
energy above the lowest of the compared OMol25 structures with the same formula, charge and spin = 0.0 kJ/mol
DFT total energy = -1018.35140 Eh
SMILES string = O=CN(c1ncc[nH]1)S(=O)(=O)[O-]
E_HOMO = -4.6812 eV



The following is a DFT calculation (the ωB97M-V functional and the def2-TZVPD basis) of an isolated molecule of C4H4N4 in a non-equilibrium geometry.

XYZ file:
```
12
C4H4N4 (the ωB97M-V functional and the def2-TZVPD basis)
N 3.310 -0.594 -0.162
C 2.380 0.124 -0.019
C 1.374 1.052 0.075
C 0.039 0.585 -0.090
N -1.137 1.169 -0.186
C -2.007 0.192 -0.063
N -1.410 -1.036 0.063
N -0.021 -0.810 -0.122
H 1.598 2.094 0.198
H -3.027 0.306 0.083
H -1.748 -1.889 -0.375
H 0.649 -1.193 0.598
```

## Properties
total charge = 0
energy above the lowest of the compared OMol25 structures with the same formula, charge and spin = 187.6 kJ/mol
DFT total energy = -373.77345 Eh
SMILES string = N#C/C=C1/N=CNN1
E_HOMO = -7.9474 eV



The following is a DFT calculation (the ωB97M-V functional and the def2-TZVPD basis) of an isolated molecule of C4H4N4 in a non-equilibrium geometry.

XYZ file:
```
12
C4H4N4 (the ωB97M-V functional and the def2-TZVPD basis)
H -2.739 0.054 0.965
N -1.939 -0.668 0.864
C -1.076 -0.431 -0.207
C 0.168 -1.353 -0.470
N 1.409 -1.180 -0.293
C 1.640 -0.107 0.573
C 0.867 1.139 0.454
N -0.010 1.633 -0.373
N -0.968 0.908 -0.742
H -0.238 -2.221 -0.866
H 2.630 -0.188 0.771
H 1.321 2.009 0.839
```

## Properties
total charge = 0
energy above the lowest of the compared OMol25 structures with the same formula, charge and spin = 534.1 kJ/mol
DFT total energy = -373.64149 Eh
SMILES string = [H]/N=c1/cnccnn1
E_HOMO = -9.6376 eV



The following is a DFT calculation (the ωB97M-V functional and the def2-TZVPD basis) of an isolated molecule of C4H4N4 in a non-equilibrium geometry.

XYZ file:
```
12
C4H4N4 (the ωB97M-V functional and the def2-TZVPD basis)
H -2.599 0.707 0.980
N -2.277 -0.162 0.613
C -1.204 -0.004 -0.068
C -0.512 1.225 -0.360
C 0.849 1.307 -0.273
N 1.644 0.546 0.485
N 1.535 -0.682 0.546
C 0.640 -1.358 -0.259
N -0.558 -1.077 -0.650
H -1.140 2.051 -0.825
H 1.562 2.096 -0.656
H 1.131 -2.256 -0.709
```

## Properties
total charge = 0
energy above the lowest of the compared OMol25 structures with the same formula, charge and spin = 335.0 kJ/mol
DFT total energy = -373.71731 Eh
SMILES string = [H]/N=c1\ccnncn1
E_HOMO = -9.4299 eV



The following is a DFT calculation (the ωB97M-V functional and the def2-TZVPD basis) of a structure of composition C4H4N4O3S in a non-equilibrium geometry.

XYZ file:
```
16
C4H4N4O3S (the ωB97M-V functional and the def2-TZVPD basis)
C 0.013 -1.094 0.754
C 0.629 0.010 0.101
C -1.228 -0.639 1.097
C -2.211 1.953 -1.465
N -0.204 1.040 0.034
N -2.873 2.081 -0.470
N -1.372 0.610 0.630
N -2.475 1.566 0.693
O -1.726 1.950 -2.494
O 1.359 3.368 -0.993
O -0.089 3.964 0.808
S 0.050 3.275 -0.432
H 0.495 -2.126 0.820
H 1.694 0.145 -0.315
H -2.036 -1.260 1.683
H -2.130 2.280 1.312
```

## Properties
total charge = 0
energy above the lowest of the compared OMol25 structures with the same formula, charge and spin = 88.6 kJ/mol
DFT total energy = -997.43692 Eh
multiplicity = 3
E_HOMO (alpha / beta) = -4.8854 / -9.1587 eV
expectation value of S² = 2.012



The lowest total charge belongs to which entry? C4H4N3O4S